Density functional theory data (wB97M-V/def2-TZVPD) for a cluster of 16 separate species, C64H176N16O16 in total.

Each line ends with the Löwdin charge.
Positions of all 272 atoms, in Å:
C -0.06204 -3.78540 -4.84090  -0.042
C 0.53515 -2.50209 -5.38131  -0.422
C -0.19370 -1.91080 -6.61462  -0.159
O -0.44596 -2.82911 -7.68776  -0.170
C 0.63619 -3.48912 -8.27561  -0.129
N 0.50562 -1.44346 -4.35251  0.041
H 0.20249 -3.93644 -3.79433  0.060
H 0.31197 -4.56149 -5.50865  0.077
H -1.15052 -3.74664 -4.88342  0.070
H 1.58444 -2.70986 -5.59087  0.110
H 0.41697 -1.06380 -6.92732  0.118
H -1.18152 -1.51924 -6.37172  0.119
H 0.42500 -3.70932 -9.32204  0.088
H 0.89919 -4.45397 -7.84204  0.076
H 1.61143 -3.00477 -8.22653  0.073
H -0.46328 -1.35371 -4.08182  0.010
H 0.98829 -1.93376 -3.61309  0.049
C 1.51698 6.75091 -1.33206  -0.060
C 2.31720 8.01059 -1.78672  -0.413
C 3.19380 7.74372 -2.95713  -0.219
O 4.15768 6.71761 -2.68302  -0.196
C 5.23803 6.72313 -3.63867  -0.099
N 1.34206 9.03316 -2.16096  0.035
H 0.90885 7.01222 -0.46603  0.069
H 2.13340 5.93080 -0.96388  0.068
H 0.85346 6.38960 -2.11774  0.061
H 2.95748 8.43806 -1.01509  0.144
H 3.68449 8.64276 -3.33001  0.128
H 2.58022 7.41706 -3.79672  0.110
H 4.87483 6.81268 -4.66247  0.074
H 5.93335 5.88857 -3.54855  0.091
H 5.79170 7.65867 -3.55913  0.082
H 0.86352 8.77923 -3.01337  0.069
H 0.64620 9.00545 -1.42944  0.064
C -0.73923 4.51085 -0.53879  -0.083
C -2.12874 4.89111 -0.79856  -0.424
C -2.83184 4.09633 -1.94137  -0.168
O -4.06850 4.73392 -2.28015  -0.189
C -4.95351 3.93704 -3.15425  -0.061
N -2.90622 4.91000 0.44821  0.034
H -0.21541 4.58656 -1.49167  0.065
H -0.56403 3.47492 -0.24852  0.070
H -0.23976 5.06524 0.25574  0.085
H -2.11442 5.95184 -1.04905  0.135
H -3.02570 3.10609 -1.52913  0.110
H -2.14094 4.08566 -2.78437  0.113
H -5.81214 4.59138 -3.30489  0.082
H -5.32691 2.95564 -2.86183  0.071
H -4.46915 3.97099 -4.13013  0.077
H -3.85195 5.20523 0.25189  0.081
H -2.55652 5.65827 1.02950  0.083
C -1.23547 -4.34365 -1.25176  -0.034
C -2.79878 -4.49007 -1.29792  -0.371
C -3.48748 -3.48251 -0.34550  -0.200
O -4.87914 -3.72476 -0.17384  -0.163
C -5.39872 -2.85499 0.80712  -0.117
N -3.14644 -4.15262 -2.67482  0.038
H -0.87949 -4.27386 -0.22390  0.055
H -0.86169 -3.43455 -1.72285  0.051
H -0.82468 -5.12592 -1.89006  0.078
H -3.14174 -5.48138 -1.00160  0.137
H -3.30012 -2.44137 -0.60823  0.103
H -3.10094 -3.63010 0.66291  0.112
H -4.85803 -2.88653 1.75304  0.066
H -6.41800 -3.06235 1.13298  0.086
H -5.37390 -1.82871 0.44073  0.068
H -4.08192 -4.30786 -3.02250  0.083
H -2.62931 -4.82890 -3.21826  0.063
C 3.88251 2.42615 4.80025  -0.046
C 2.64758 1.55848 4.77834  -0.413
C 1.37137 2.40173 5.09202  -0.177
O 1.61351 2.96256 6.39772  -0.210
C 0.46122 3.57501 7.03690  -0.082
N 2.57585 0.81002 3.52762  0.052
H 4.71801 1.87495 4.36871  0.068
H 4.11792 2.63526 5.84378  0.083
H 3.73560 3.28147 4.14074  0.085
H 2.69340 0.82389 5.58231  0.129
H 0.45121 1.81766 5.07594  0.098
H 1.29291 3.20120 4.35527  0.117
H -0.04003 4.32209 6.42150  0.082
H 0.78673 4.08845 7.94163  0.082
H -0.15768 2.73788 7.35981  0.072
H 3.00998 1.35113 2.79358  0.043
H 1.63476 0.60866 3.22117  0.026
C 5.00636 1.34207 -5.87198  -0.057
C 3.84089 0.38555 -6.02888  -0.385
C 4.14458 -0.93435 -6.78153  -0.190
O 4.54677 -0.57897 -8.10846  -0.192
C 4.96973 -1.73114 -8.91227  -0.072
N 3.11543 0.15890 -4.75471  0.052
H 4.92151 2.24401 -5.26582  0.065
H 5.33355 1.73865 -6.83311  0.077
H 5.90915 0.87274 -5.48108  0.073
H 3.12360 0.92980 -6.64320  0.125
H 3.24525 -1.54960 -6.80946  0.095
H 4.93973 -1.49434 -6.28935  0.121
H 6.03962 -1.91673 -9.00709  0.080
H 4.59475 -1.54425 -9.91853  0.081
H 4.47823 -2.61791 -8.51208  0.073
H 2.74807 1.02603 -4.38972  0.052
H 2.26822 -0.39092 -4.76056  0.023
C 6.32469 2.20215 -0.35369  -0.065
C 5.47880 1.23124 0.42127  -0.432
C 3.98768 1.57111 0.33771  -0.226
O 3.75965 2.75730 1.01690  -0.193
C 2.39193 3.22387 0.88706  -0.061
N 5.84445 -0.11560 -0.00588  0.057
H 6.27058 3.21485 0.04582  0.078
H 6.05245 2.06602 -1.40033  0.076
H 7.39178 1.98773 -0.29511  0.075
H 5.80261 1.27575 1.46110  0.128
H 3.41215 0.79134 0.83655  0.098
H 3.77130 1.67146 -0.72587  0.117
H 2.14832 3.32097 -0.17093  0.076
H 2.43812 4.22517 1.31527  0.090
H 1.75508 2.62466 1.53780  0.057
H 5.37711 -0.32120 -0.87733  0.003
H 5.43306 -0.82596 0.58256  0.034
C 3.21590 -1.81154 -1.35854  -0.033
C 4.42963 -2.17263 -2.22333  -0.429
C 3.99701 -3.14495 -3.32797  -0.181
O 3.17037 -4.23305 -2.84833  -0.194
C 3.96419 -5.19253 -2.16632  -0.108
N 5.06466 -0.98836 -2.74392  0.038
H 2.92923 -2.68987 -0.78022  0.061
H 2.36046 -1.40178 -1.89558  0.068
H 3.48968 -1.08204 -0.59632  0.039
H 5.23089 -2.56035 -1.59424  0.134
H 4.92443 -3.49407 -3.78194  0.114
H 3.54741 -2.57713 -4.14255  0.096
H 3.31502 -5.99386 -1.81340  0.080
H 4.40368 -4.71099 -1.29278  0.076
H 4.80420 -5.51951 -2.77915  0.090
H 4.50454 -0.54148 -3.45570  0.026
H 5.97770 -1.22826 -3.10295  0.086
C -4.07258 0.24453 2.33332  -0.076
C -3.79269 1.68181 2.45071  -0.420
C -3.10096 2.19294 3.73274  -0.219
O -3.95472 2.10797 4.79534  -0.183
C -3.57934 2.90790 5.93199  -0.077
N -2.94255 2.01701 1.28360  0.062
H -4.38871 -0.02607 1.32589  0.063
H -4.94400 -0.01158 2.93592  0.088
H -3.12237 -0.26282 2.50008  0.063
H -4.79702 2.09049 2.33933  0.137
H -2.72254 3.20014 3.55829  0.127
H -2.27088 1.52298 3.95681  0.116
H -3.66224 3.99270 5.86539  0.091
H -2.59075 2.65265 6.31362  0.069
H -4.28629 2.61448 6.70802  0.064
H -2.88168 3.01367 1.13169  0.016
H -3.42216 1.67634 0.46261  0.057
C -3.17011 0.87428 -4.42824  -0.032
C -3.20546 -0.05532 -3.21549  -0.426
C -4.59067 -0.57615 -2.90604  -0.204
O -5.51865 0.40362 -2.46551  -0.201
C -6.86271 -0.11406 -2.37544  -0.075
N -2.27100 -1.17138 -3.38187  0.062
H -2.19087 1.19823 -4.78074  0.071
H -3.67191 1.82852 -4.26787  0.049
H -3.58244 0.29026 -5.25105  0.083
H -2.81171 0.51714 -2.37564  0.109
H -4.34783 -1.12305 -1.99498  0.103
H -4.95889 -1.19228 -3.72634  0.136
H -7.25449 -0.37205 -3.35933  0.085
H -7.60750 0.61558 -2.05762  0.086
H -6.75175 -0.95935 -1.69627  0.080
H -2.17553 -1.69683 -2.52462  0.045
H -2.67246 -1.76402 -4.09441  0.073
C -5.32825 0.24255 7.65017  -0.074
C -4.26956 -0.84747 7.78220  -0.437
C -3.08561 -0.35328 6.98214  -0.189
O -2.10490 -1.39382 6.89625  -0.196
C -0.99110 -1.19188 5.99795  -0.068
N -4.08108 -1.17191 9.17881  0.053
H -5.80406 0.44593 6.69082  0.081
H -5.00839 1.20589 8.04736  0.068
H -6.19188 0.02729 8.27938  0.075
H -4.72741 -1.72531 7.32626  0.111
H -2.66024 0.59347 7.31501  0.117
H -3.36213 -0.07959 5.96394  0.110
H -1.47012 -1.14715 5.01988  0.064
H -0.29387 -2.02436 5.90326  0.080
H -0.48508 -0.23861 6.15061  0.075
H -3.48555 -1.98567 9.23566  0.072
H -4.95764 -1.52429 9.53598  0.070
C -0.00078 -5.18220 4.54965  -0.042
C -0.58128 -5.69860 3.21165  -0.429
C 0.50675 -6.06435 2.16963  -0.231
O 1.17597 -4.91908 1.75526  -0.200
C 2.39785 -5.23799 1.03670  -0.068
N -1.35067 -6.86199 3.58723  0.039
H 0.23963 -5.96337 5.27082  0.085
H -0.79093 -4.61513 5.04180  0.059
H 0.79807 -4.46479 4.36187  0.048
H -1.13605 -4.97216 2.61784  0.121
H 0.07030 -6.44162 1.24482  0.122
H 1.12342 -6.81752 2.66009  0.130
H 2.30369 -5.71298 0.06017  0.065
H 3.02063 -5.93299 1.59993  0.094
H 2.99065 -4.34305 0.84759  0.066
H -1.72752 -7.27484 2.74602  0.072
H -2.14560 -6.52241 4.10961  0.064
C -7.42983 -4.04372 6.29611  -0.055
C -7.27541 -2.97995 5.22867  -0.423
C -6.48714 -3.38782 3.95304  -0.198
O -5.38663 -4.27945 4.19983  -0.206
C -4.19297 -3.69048 4.76045  -0.058
N -8.63620 -2.46132 4.92890  0.030
H -8.19633 -4.73867 5.95313  0.082
H -7.70466 -3.68692 7.28871  0.078
H -6.47012 -4.54266 6.43070  0.070
H -6.75719 -2.10108 5.61226  0.117
H -6.28412 -2.48064 3.38391  0.096
H -7.09896 -4.01835 3.30789  0.121
H -3.68967 -3.01177 4.07187  0.075
H -3.54619 -4.56536 4.82648  0.080
H -4.47517 -3.14440 5.66059  0.069
H -8.54601 -1.65308 4.32997  0.058
H -9.27452 -3.04864 4.41150  0.065
C 5.38952 -1.27412 3.35881  -0.032
C 4.30775 -2.37025 3.07082  -0.373
C 3.59055 -3.08497 4.18837  -0.217
O 4.44454 -3.99419 4.82692  -0.151
C 3.80230 -4.74302 5.76890  -0.139
N 3.29854 -1.75823 2.16569  0.061
H 4.96884 -0.32054 3.67788  0.042
H 6.04050 -0.92914 2.55549  0.057
H 5.97408 -1.57763 4.22730  0.076
H 4.86406 -3.14805 2.54769  0.127
H 2.74777 -3.64761 3.78679  0.093
H 3.10964 -2.34020 4.82252  0.134
H 3.60485 -4.12569 6.64526  0.093
H 4.42880 -5.58788 6.05495  0.093
H 2.84807 -5.16476 5.45316  0.070
H 2.54067 -2.42154 2.24149  0.038
H 2.97754 -0.92189 2.63217  0.009
C -0.24246 4.17274 -5.45623  -0.049
C 0.98040 5.10139 -5.38435  -0.414
C 2.36718 4.31198 -5.65722  -0.130
O 2.61809 3.23290 -4.70214  -0.232
C 2.95476 3.71317 -3.38605  -0.072
N 0.86262 6.25495 -6.25845  0.035
H -1.16566 4.75217 -5.44830  0.075
H -0.26525 3.59681 -4.53108  0.053
H -0.20515 3.49992 -6.31298  0.082
H 1.03871 5.48859 -4.36711  0.095
H 3.22289 4.98104 -5.74784  0.103
H 2.40124 3.83557 -6.63700  0.117
H 3.12356 2.90662 -2.67255  0.073
H 2.06737 4.22309 -3.01105  0.060
H 3.81793 4.37807 -3.35527  0.076
H 1.71877 6.78676 -6.19311  0.056
H 0.76529 6.01215 -7.23399  0.073
C -0.44785 -1.63458 1.80939  -0.034
C 0.35291 -0.52517 1.10955  -0.363
C -0.26741 -0.25934 -0.27949  -0.173
O 0.40017 0.92372 -0.69614  -0.203
C 0.02895 1.32140 -1.97711  -0.104
N 0.18381 0.71321 1.91345  0.056
H -1.49071 -1.32892 1.89370  0.051
H -0.14241 -1.89457 2.82290  0.071
H -0.35798 -2.51268 1.16989  0.059
H 1.42254 -0.70372 0.99951  0.106
H -1.33619 -0.05490 -0.21617  0.117
H -0.07051 -1.06855 -0.98270  0.111
H -0.98033 1.67058 -2.19512  0.066
H 0.20082 0.45560 -2.61661  0.071
H 0.63298 2.15877 -2.32646  0.076
H 0.48900 1.41880 1.25839  0.031
H -0.81874 0.83548 1.90727  0.040

Summary:
Orbital gap = 0.3191 Eh
Strongest force on any atom = 2.56 eV Å⁻¹
Relative energy (zero: lowest compared OMol25 entry of this formula, charge and spin) = 411.9 kJ/mol
DFT total energy = -4623.528146 a.u.